<i>
DFT (ωB97M-V with the def2-TZVPD basis set) results for the ion C7H15N2 with charge +1.

- LUMO energy (eV) = -3.8
- SMILES string = CC(C)=[N+]=CCN(C)C
- Kohn-Sham gap (eV) = 10.2
- net charge = +1
- highest occupied orbital energy (eV) = -14.0

The geometry in XYZ format:
```
24
Properties=species:S:1:pos:R:3:nbo_charge:R:1
C 1.78865 0.82497 -1.31210 -0.670
C 1.43821 0.09738 -0.08247 0.546
C 1.90386 0.84418 1.11670 -0.684
N 1.36664 -1.17649 -0.00199 -0.367
C 0.43338 -2.02003 -0.01925 0.217
C -0.99175 -1.49159 -0.04321 -0.327
N -0.96646 -0.09838 0.12125 -0.414
C -1.67791 0.59876 -1.04340 -0.396
C -1.64850 0.25161 1.34369 -0.406
H 1.27851 0.25486 -2.21763 0.236
H 2.81579 0.81440 -1.41020 0.268
H 1.48473 1.79568 -1.14424 0.245
H 2.70858 1.49771 0.74468 0.250
H 2.23862 0.11405 1.85561 0.256
H 1.00348 1.47730 1.40834 0.264
H 0.67101 -3.12056 0.09077 0.243
H -1.39759 -1.91292 -0.97793 0.253
H -1.63686 -2.08838 0.63403 0.250
H -1.28011 0.06113 -1.90330 0.199
H -2.80761 0.46077 -1.03960 0.212
H -1.37606 1.56630 -1.03322 0.205
H -1.48242 1.39620 1.50617 0.207
H -2.70101 0.13663 1.31681 0.207
H -1.16518 -0.28359 2.09048 0.205
```

<ii>
DFT (ωB97M-V with the def2-TZVPD basis set) results for the ion C7H15N2 with charge +1.

- LUMO energy (alpha / beta) (eV) = -3.5 / -3.5
- Kohn-Sham gap (alpha / beta) (eV) = 8.6 / 8.6
- net charge = +1
- highest occupied orbital energy (alpha / beta) (eV) = -12.1 / -12.1

The geometry in XYZ format:
```
24
Properties=species:S:1:pos:R:3:nbo_charge:R:1
C -0.90123 -0.36571 1.33007 0.222
C -0.61915 -1.09207 2.38370 -0.461
C -1.64247 0.72343 0.75700 -0.547
C -0.82875 1.95163 0.25957 -0.377
C 0.06138 1.61803 -0.95861 -0.407
C 1.09320 0.53502 -0.81194 -0.510
C 0.76102 -0.85943 -0.34654 0.246
N 1.95990 -1.56939 0.08331 -0.856
N 0.01060 -1.60032 -1.55935 -0.801
H 0.24742 -1.69604 2.64775 0.245
H -1.35898 -1.08780 3.16462 0.244
H -2.30541 0.38614 -0.16417 0.226
H -2.53033 0.98979 1.42130 0.274
H -1.49849 2.70083 -0.04004 0.233
H -0.11688 2.36856 1.02950 0.219
H -0.62069 1.51069 -1.82867 0.187
H 0.66514 2.47104 -1.17468 0.241
H 1.83805 0.60655 -1.71997 0.225
H 1.70546 0.94132 0.13507 0.244
H 1.84317 -2.26055 0.79347 0.390
H 2.76785 -1.08333 0.10898 0.390
H -0.51423 -0.75509 -2.11556 0.456
H -0.71652 -2.30100 -1.14153 0.459
H 0.69995 -2.13228 -2.25326 0.456
```

<i> is the most stable structure; the next one sits 0.0774 hartree above it.

<i>
DFT (ωB97M-V with the def2-TZVPD basis set) results for a cluster of 8 separate species, C6H25NO7 in total.

- LUMO energy (eV) = 0.2
- SMILES string = C=C/C(=C/C)NC.O.O.O.O.O.O.O
- Kohn-Sham gap (eV) = 8.8
- net charge = 0
- highest occupied orbital energy (eV) = -8.6

The geometry in XYZ format:
```
39
Properties=species:S:1:pos:R:3:nbo_charge:R:1
C 2.08679 -2.21992 -1.56447 -0.396
C 0.95983 -2.88388 -1.38861 -0.224
C -0.18112 -2.29119 -0.61194 0.096
C -0.89382 -3.17427 0.10902 -0.161
C -2.02933 -2.73096 1.01604 -0.646
N -0.72266 -0.99616 -0.93209 -0.691
C -0.74395 -0.71658 -2.36029 -0.417
H 2.99391 -2.53531 -2.06813 0.198
H 2.32124 -1.21457 -1.23193 0.191
H 0.76865 -3.88583 -1.74809 0.215
H -0.44769 -4.15417 0.23883 0.199
H -2.94434 -2.44793 0.50029 0.224
H -1.61907 -1.85704 1.52117 0.207
H -2.25325 -3.46976 1.78204 0.218
H -0.23721 -0.34488 -0.34750 0.386
H 0.00911 -1.20856 -2.97499 0.193
H -0.55671 0.35155 -2.50108 0.195
H -1.71196 -0.92171 -2.82030 0.201
O -3.21925 1.00131 -1.06447 -0.953
H -2.63042 1.63875 -0.64794 0.469
H -2.85327 0.15644 -0.76843 0.481
O 0.29760 3.79445 -0.26945 -0.983
H -0.24951 4.38176 -0.80471 0.474
H -0.37541 3.44692 0.33653 0.497
O 0.74179 2.50825 2.85595 -0.987
H 1.14065 1.69938 3.19360 0.491
H 1.41731 3.01831 2.36598 0.512
O 1.24830 1.03117 -0.57933 -0.982
H 1.61074 1.23770 -1.44418 0.494
H 0.48050 1.58702 -0.38279 0.510
O 2.84256 2.69221 1.15806 -0.970
H 2.88107 3.49961 0.63088 0.478
H 2.25204 2.14523 0.60729 0.494
O 0.90452 -0.86001 2.31570 -0.938
H 0.33552 -0.88673 1.54170 0.466
H 1.78239 -0.83658 1.93020 0.476
O -1.13223 1.92546 1.06727 -1.024
H -0.38550 1.76700 1.69933 0.515
H -1.88785 1.75352 1.64085 0.493
```

<ii>
DFT (ωB97M-V with the def2-TZVPD basis set) results for a cluster of 7 separate species, C6H25NO7 in total.

- LUMO energy (eV) = -0.1
- SMILES string = CCN(CC)CC=O.O.O.O.O.O.O
- Kohn-Sham gap (eV) = 8.5
- net charge = 0
- highest occupied orbital energy (eV) = -8.6

The geometry in XYZ format:
```
39
Properties=species:S:1:pos:R:3:nbo_charge:R:1
C -1.99599 -1.92087 0.11351 -0.660
C -0.71129 -2.53346 -0.31644 -0.249
N 0.36507 -1.35147 -0.26069 -0.500
C 0.10523 -0.42931 0.93556 -0.241
C 0.02360 -1.10461 2.30809 -0.623
C 0.58438 -0.66603 -1.56566 -0.338
C -0.68838 -0.20295 -2.18929 0.351
O -0.80993 -0.49160 -3.32777 -0.531
H -2.45015 -2.66982 0.93071 0.217
H -1.89275 -0.85550 0.54955 0.226
H -2.59690 -1.74799 -0.78720 0.220
H -0.91748 -2.64988 -1.44323 0.223
H -0.39681 -3.47964 0.26309 0.211
H -0.61318 0.37894 0.74033 0.183
H 1.07278 0.12424 0.97141 0.209
H -1.00596 -1.36539 2.56943 0.205
H 0.59151 -2.03791 2.28898 0.213
H 0.42380 -0.35628 2.92418 0.225
H 1.04761 -1.38720 -2.35201 0.237
H 1.24496 0.17210 -1.56244 0.237
H -1.41144 0.53658 -1.81891 0.180
O 3.01413 -2.55356 0.57671 -1.003
H 1.90125 -2.41960 0.52613 0.507
H 3.04629 -3.48914 0.80484 0.473
O 1.26701 1.91690 -0.27471 -0.955
H 0.57246 1.73865 -0.77317 0.481
H 2.11512 2.13721 -0.70098 0.512
O -2.34481 2.15418 1.88302 -0.932
H -2.70298 3.10208 1.70731 0.469
H -3.13862 1.88257 2.32211 0.473
O 3.46642 0.08777 0.02774 -0.975
H 3.40023 -0.82865 -0.03685 0.500
H 2.77409 0.50660 0.61253 0.471
O -1.79303 2.30064 -1.32858 -0.953
H -1.78490 3.20655 -1.44693 0.477
H -2.00781 2.38915 -0.32590 0.488
O 0.65311 4.41976 -0.86970 -0.942
H 0.97600 3.69214 -0.20967 0.479
H 0.61737 3.79478 -1.46511 0.435
```

<i> is the most stable structure; the next one sits 0.1387 hartree above it.